A | Entry from the OMol25 dataset: the ion C4H10NO with charge -1 (the ωB97M-V functional and the def2-TZVPD basis).

Each line ends with the Löwdin charge.
Atoms and positions in Å:
O1 -2.0717 0.8676 1.9891  -0.381
N1 1.0053 0.3901 -1.0502  -0.135
C1 0.0900 -0.1548 -2.1299  -0.135
C2 0.9493 -0.4353 0.2007  -0.304
C3 -0.4179 -0.5563 0.8442  -0.232
C4 -0.7825 0.7896 1.6340  -0.559
H1 1.3851 -1.4739 0.0263  0.105
H2 0.5771 1.1977 -0.5892  0.054
H3 0.4219 0.4332 -2.9922  0.057
H4 -0.4341 1.5624 0.9019  0.056
H5 1.5613 0.0908 0.9388  0.093
H6 -0.3911 -1.2926 1.6454  0.081
H7 -1.2224 -0.9557 0.2111  0.086
H8 -0.1076 0.9114 2.5764  0.092
H9 0.3895 -1.1989 -2.3608  0.068
H10 -0.9521 -0.1754 -1.8456  0.055

Output
SMILES: CNCCC[O-]
HOMO-LUMO gap in Ha: 0.2321
Charge: -1
HOMO energy in eV: -2.3



B | Entry from the OMol25 dataset: the ion C4H10NO with charge -1 (the ωB97M-V functional and the def2-TZVPD basis).

Each line ends with the Löwdin charge.
Atoms and positions in Å:
O1 0.2961 -2.1144 2.4710  -0.365
N1 -0.7183 0.7443 -0.9777  -0.148
C1 -0.2866 -1.2522 1.6522  -0.595
C2 0.1149 0.3433 -2.0923  -0.165
C3 0.6518 -0.1758 0.9814  -0.220
C4 -0.1099 0.9839 0.3194  -0.281
H1 -0.8099 1.4030 1.0459  0.096
H2 0.5647 -0.6554 -2.0798  0.064
H3 -0.5348 0.5684 -2.9416  0.065
H4 -0.7734 -1.7058 0.7391  0.074
H5 -1.0778 -0.5998 2.1537  0.072
H6 1.4833 0.2587 1.5394  0.088
H7 -1.5409 0.1899 -0.9262  0.079
H8 0.9519 1.0387 -2.2202  0.069
H9 0.6416 1.7580 0.1193  0.089
H10 1.1472 -0.7846 0.2164  0.078

Output
SMILES: CNCCC[O-]
HOMO-LUMO gap in Ha: 0.2213
Charge: -1
HOMO energy in eV: -2.1



Relative energies with respect to the most stable structure, expressed in kcal/mol: A 3.7; B 0.0.



A | Entry from the OMol25 dataset: a cluster of 2 separate species, C11H15N in total (the ωB97M-V functional and the def2-TZVPD basis).

Each line ends with the Löwdin spin population.
Atoms and positions in Å:
N1 -1.0701 1.7717 1.1231  0.129
C1 1.4702 -0.6996 1.5208  0.119
C2 -0.5758 0.4941 1.3372  0.039
C3 -1.7877 -1.8363 -3.1012  0.000
C4 -0.0444 2.5782 0.8716  0.213
C5 -0.6453 -0.8851 -2.7182  0.000
C6 0.8388 0.4926 1.1616  0.016
C7 2.4791 2.3285 0.3618  0.043
C8 1.1844 1.8428 0.8643  0.249
C9 -1.2933 -0.6481 1.6617  0.036
C10 0.7996 -1.8175 1.9705  -0.005
C11 -0.6002 -1.7764 2.0721  0.119
H1 -0.1024 -1.3333 -1.8842  0.000
H2 -2.0546 1.9993 1.1901  0.001
H3 -1.4136 -2.6152 -3.7582  0.000
H4 3.1729 1.5139 0.6041  0.000
H5 2.9586 3.1928 0.8115  0.009
H6 1.4183 -2.6853 2.0973  -0.002
H7 2.4050 2.5145 -0.7139  0.017
H8 2.5571 -0.7221 1.4822  0.005
H9 -2.6161 -1.2930 -3.5625  0.000
H10 -2.3754 -0.6670 1.6524  0.000
H11 -1.2138 -2.5801 2.4498  0.006
H12 0.0330 -0.6206 -3.5251  0.000
H13 -2.2682 -2.1975 -2.1878  0.000
H14 -0.1095 3.6210 0.5989  0.007
H15 -1.1466 0.0279 -2.3800  0.000

Output
2S+1: 2
HOMO-LUMO gap (spin up / spin down) in Ha: 0.3437 / 0.2367
Charge: +1
HOMO energy (spin up / spin down) in eV: -13.0 / -13.4



B | Entry from the OMol25 dataset: a cluster of 2 separate species, C11H15N in total (the ωB97M-V functional and the def2-TZVPD basis).

Each line ends with the Löwdin spin population.
Atoms and positions in Å:
N1 0.3738 2.3171 2.5093  0.127
C1 -0.7718 -0.7631 4.1673  0.038
C2 0.1037 -0.9766 1.0640  0.122
C3 -1.1957 -0.8742 -5.1454  0.000
C4 -0.0176 -0.8704 -4.1651  0.000
C5 -0.1189 1.6902 3.5533  0.208
C6 0.5803 1.3762 1.4673  0.053
C7 1.3595 0.3928 -0.5079  0.138
C8 -0.2849 0.2990 3.2631  0.234
C9 0.1154 0.1390 1.9319  0.018
C10 1.2606 1.5323 0.2947  0.029
C11 0.7310 -0.8017 -0.1473  -0.006
H1 -1.8493 -0.9326 4.1936  0.015
H2 0.6033 -1.5741 -0.8900  -0.003
H3 0.2292 0.1605 -3.9065  0.000
H4 -1.1519 -1.6739 -5.8862  0.000
H5 -1.3427 0.0697 -5.6539  0.000
H6 -0.3682 -1.8814 1.3995  0.006
H7 -0.3385 -1.3373 -3.2486  0.000
H8 0.8561 -1.4479 -4.4640  0.000
H9 2.0019 0.3610 -1.3826  0.006
H10 -0.2449 -1.6815 3.9508  0.004
H11 0.6616 3.2812 2.4211  0.002
H12 -2.1316 -1.0087 -4.5896  0.000
H13 -0.5085 -0.5156 5.2050  0.004
H14 -0.3432 2.2568 4.4414  0.006
H15 1.7913 2.4630 0.1249  -0.001

Output
2S+1: 2
HOMO-LUMO gap (spin up / spin down) in Ha: 0.3408 / 0.2463
Charge: +1
HOMO energy (spin up / spin down) in eV: -13.0 / -13.6



C | Entry from the OMol25 dataset: a cluster of 2 separate species, C11H15N in total (the ωB97M-V functional and the def2-TZVPD basis).

Each line ends with the Löwdin spin population.
Atoms and positions in Å:
N1 1.1574 0.8711 -0.6685  0.082
C1 0.9053 0.4410 0.6041  0.314
C2 -0.1803 -1.4055 1.8088  0.038
C3 0.5449 3.2155 3.2011  0.000
C4 -1.2707 -1.9672 -1.1412  0.059
C5 0.7628 1.7993 3.7184  0.001
C6 0.3260 0.0945 -1.4701  0.124
C7 -0.3952 -1.0096 -0.6706  0.016
C8 0.0607 -0.7142 0.6505  0.148
C9 0.0343 0.1803 -2.8850  -0.011
C10 -0.8342 -0.8865 -3.3271  0.189
C11 -1.3943 -2.0029 -2.4923  -0.011
H1 -1.2187 -1.1973 2.2707  0.021
H2 0.5954 1.8647 4.9132  0.000
H3 0.2151 1.0395 -3.4810  -0.003
H4 -1.5867 -2.8237 -0.5262  0.002
H5 0.1035 0.9821 3.3697  0.000
H6 0.2126 3.9347 3.9881  0.000
H7 0.1821 -1.0724 2.7801  0.002
H8 1.4498 1.8166 -1.0313  0.001
H9 1.3868 3.7724 2.8842  0.000
H10 1.1823 0.9117 1.4457  0.017
H11 -1.2071 -0.8030 -4.4438  0.005
H12 1.6358 1.1628 3.5165  0.000
H13 -1.8582 -2.8598 -2.9926  -0.002
H14 -0.3244 3.1952 2.4581  0.000
H15 -0.2251 -2.4896 1.5475  0.006

Output
2S+1: 2
HOMO-LUMO gap (spin up / spin down) in Ha: 0.3357 / 0.2285
Charge: +1
HOMO energy (spin up / spin down) in eV: -12.9 / -13.0



Relative energies with respect to the most stable structure, expressed in kcal/mol: A 3.9; B 0.0; C 64.5.



A | Entry from the OMol25 dataset: an isolated molecule of C3H4O2 (the ωB97M-V functional and the def2-TZVPD basis).

Each line ends with the Löwdin charge.
Atoms and positions in Å:
O1 -0.7176 -0.2233 0.9610  -0.123
O2 0.3619 0.6711 0.9045  -0.033
C1 1.4476 0.2121 0.3734  -0.228
C2 -1.5814 -0.0221 -0.1289  -0.085
C3 2.2995 -0.2341 -0.3338  0.112
H1 -2.4016 -0.6054 0.1838  0.074
H2 3.3676 -0.3882 -0.4339  0.041
H3 -1.1924 -0.5045 -1.1636  0.127
H4 -1.5835 1.0945 -0.3623  0.116

Output
SMILES: C#COOC
HOMO-LUMO gap in Ha: 0.3922
HOMO energy in eV: -9.8



B | Entry from the OMol25 dataset: an isolated molecule of C3H4O2 (the ωB97M-V functional and the def2-TZVPD basis).

Each line ends with the Löwdin charge.
Atoms and positions in Å:
O1 0.7448 -0.0434 -0.9474  -0.073
O2 -0.6076 0.5716 0.6616  -0.129
C1 0.1121 -1.1070 -0.3272  -0.140
C2 -0.5311 -0.7564 0.8249  -0.148
C3 0.3230 1.1639 -0.2190  -0.144
H1 0.4611 -2.1840 -0.7447  0.167
H2 -0.0424 2.1248 -0.9205  0.178
H3 -1.4668 -1.4068 1.1336  0.161
H4 1.0069 1.6375 0.5387  0.128

Output
SMILES: C1=COCO1
HOMO-LUMO gap in Ha: 0.3310
HOMO energy in eV: -8.0



C | Entry from the OMol25 dataset: an isolated molecule of C3H4O2 (the ωB97M-V functional and the def2-TZVPD basis).

Each line ends with the Löwdin charge.
Atoms and positions in Å:
O1 -0.6375 0.7135 -0.7670  -0.066
O2 1.2432 -1.0969 1.3820  0.052
C1 0.2081 1.0041 0.7010  0.097
C2 -0.2466 -0.6998 -0.5886  -0.052
C3 0.5731 -0.3827 0.6719  -0.500
H1 -1.1115 -1.3621 -0.5101  0.131
H2 0.3705 -0.9702 -1.4485  0.137
H3 0.8521 1.8636 0.5657  0.080
H4 -1.2515 0.9306 -0.0065  0.120

Output
HOMO-LUMO gap in Ha: 0.3406
HOMO energy in eV: -8.8



Relative energies with respect to the most stable structure, expressed in kcal/mol: A 62.8; B 0.0; C 16.8.



A | Entry from the OMol25 dataset: a cluster of 2 separate species, C4H11NS2 in total (the ωB97M-V functional and the def2-TZVPD basis).

Each line ends with the Löwdin charge.
Atoms and positions in Å:
S1 2.9808 -3.3308 -0.5520  0.368
S2 1.5746 -0.7394 -1.9667  0.716
N1 -1.0769 0.0322 0.9058  -0.098
C1 0.7778 1.4652 0.0060  -0.101
C2 -0.0439 0.1651 -0.1511  -0.544
C3 -2.1589 0.9505 0.7048  -0.149
C4 0.8615 -1.0283 -0.2903  -0.620
H1 -1.8616 2.0508 0.6163  0.102
H2 1.4378 -1.0036 0.6243  0.091
H3 0.3496 2.2701 -0.6519  0.086
H4 -0.6858 0.4211 -1.0190  0.112
H5 -2.9269 0.7969 1.4671  0.078
H6 1.8048 1.2964 -0.3962  0.049
H7 -2.6752 0.7950 -0.2668  0.076
H8 0.7940 1.9656 0.9595  0.070
H9 0.3199 -1.8663 -0.6859  0.015
H10 -1.1472 -0.9318 1.1823  0.107
H11 1.6756 -3.3086 -0.4861  -0.356

Output
HOMO-LUMO gap in Ha: 0.1919
HOMO energy in eV: -8.7



B | Entry from the OMol25 dataset: an isolated molecule of C4H11NS2 (the ωB97M-V functional and the def2-TZVPD basis).

Each line ends with the Löwdin charge.
Atoms and positions in Å:
S1 1.2415 1.3057 -0.0910  0.484
S2 2.1189 -0.6158 0.5617  0.589
N1 0.2564 -1.0449 2.4454  -0.087
C1 -0.5411 1.9334 -2.2319  -0.159
C2 0.8469 -1.6303 0.1143  -0.697
C3 -0.5184 1.7543 -0.6439  -0.510
C4 -0.2833 -1.3462 1.0888  -0.389
H1 -1.0971 -2.0928 1.0925  0.104
H2 -0.8141 -0.3339 0.8700  0.084
H3 -0.3470 0.9627 -2.6759  0.057
H4 -1.0765 0.8055 -0.5385  0.033
H5 1.1599 -2.6956 0.2489  0.084
H6 -0.4545 -1.1492 3.1579  0.062
H7 -0.7991 2.6624 -0.0339  0.079
H8 0.4157 -1.7550 -0.9751  0.125
H9 -1.5152 2.1739 -2.5495  0.044
H10 1.1198 -1.5164 2.7005  0.036
H11 0.2871 2.5823 -2.5401  0.062

Output
SMILES: CCSSCCN
HOMO-LUMO gap in Ha: 0.2800
HOMO energy in eV: -7.8



Relative energies with respect to the most stable structure, expressed in kcal/mol: A 58.2; B 0.0.



A | Entry from the OMol25 dataset: an isolated molecule of C4H11NS2 (the ωB97M-V functional and the def2-TZVPD basis).

Each line ends with the Löwdin charge.
Atoms and positions in Å:
S1 1.2564 1.8892 2.4354  0.388
S2 -0.3794 2.6843 3.1968  0.282
N1 -0.1823 -0.2238 -1.9482  -0.123
C1 -0.6749 -1.4534 -2.6626  -0.115
C2 -0.1675 -0.4767 -0.5076  -0.299
C3 0.7698 0.5302 0.1523  -0.263
C4 0.6877 0.3214 1.7061  -0.555
H1 0.1580 -1.4970 -0.2331  0.121
H2 -0.8343 0.5294 -2.1280  0.096
H3 1.7961 0.4189 -0.1657  0.107
H4 1.3715 -0.4637 2.0568  0.067
H5 -0.3520 2.1386 4.4463  -0.179
H6 -1.3782 -1.8863 -1.9436  0.062
H7 -1.1803 -0.5262 -0.0701  0.117
H8 0.4207 1.5339 -0.0777  0.086
H9 -0.2257 -0.0856 2.1534  0.072
H10 0.0981 -2.1941 -2.8169  0.068
H11 -1.1836 -1.2390 -3.5936  0.069

Output
SMILES: CNCCCSS
HOMO-LUMO gap in Ha: 0.3501
HOMO energy in eV: -8.8



B | Entry from the OMol25 dataset: an isolated molecule of C4H11NS2 (the ωB97M-V functional and the def2-TZVPD basis).

Each line ends with the Löwdin charge.
Atoms and positions in Å:
S1 0.5126 1.6660 1.0604  0.747
S2 -1.3559 -1.0320 0.9926  0.704
N1 0.3998 0.7044 -0.2551  -0.596
C1 -2.0265 0.9756 -0.7984  -0.117
C2 1.7334 -1.4079 0.6749  -0.187
C3 -0.7956 0.0404 -0.4827  -0.752
C4 1.7260 -0.4952 -0.4581  -0.127
H1 1.3438 -0.7448 -1.4582  0.106
H2 0.6697 2.9065 0.4767  -0.120
H3 0.9108 -1.4308 1.3515  -0.033
H4 1.7557 -2.4948 0.3742  0.097
H5 -0.6649 -0.6741 -1.2926  0.089
H6 -1.7061 1.6963 -1.4723  0.049
H7 -2.5335 -0.4468 1.1135  -0.167
H8 2.5519 0.1415 -0.2967  0.073
H9 -2.8146 0.2505 -0.9647  0.067
H10 -2.3146 1.6454 -0.0026  0.054
H11 2.6080 -1.3002 1.4375  0.114

Output
SMILES: CCN(S)[C@H](C)S
HOMO-LUMO gap in Ha: 0.3462
HOMO energy in eV: -8.7



C | Entry from the OMol25 dataset: an isolated molecule of C4H11NS2 (the ωB97M-V functional and the def2-TZVPD basis).

Each line ends with the Löwdin charge.
Atoms and positions in Å:
S1 0.2366 -1.9512 0.8264  0.426
S2 1.0221 -1.7797 -1.1005  0.320
N1 -0.3354 1.3249 0.2538  -0.094
C1 0.5459 3.5868 0.3035  -0.094
C2 -1.2766 -0.8993 0.7292  -0.544
C3 -1.2369 0.2919 -0.2040  -0.366
C4 -0.4904 2.6546 -0.3686  -0.278
H1 1.4775 3.4210 -0.2351  0.066
H2 -2.1722 -1.4903 0.5372  0.067
H3 0.6033 1.0601 -0.0346  0.088
H4 2.2619 -1.5137 -0.6398  -0.193
H5 0.5769 3.2845 1.3491  0.069
H6 -1.3947 -0.5376 1.7543  0.068
H7 -1.4925 3.0463 -0.1849  0.107
H8 -1.0267 -0.0605 -1.2193  0.069
H9 0.3072 4.6475 0.3393  0.063
H10 -0.2878 2.5536 -1.4373  0.106
H11 -2.2564 0.6914 -0.2353  0.120

Output
SMILES: CCNCCSS
HOMO-LUMO gap in Ha: 0.3301
HOMO energy in eV: -8.5



Relative energies with respect to the most stable structure, expressed in kcal/mol: A 8.1; B 52.5; C 0.0.



A | Entry from the OMol25 dataset: an isolated molecule of C4H11NS2 (the ωB97M-V functional and the def2-TZVPD basis).

Each line ends with the Löwdin charge.
Atoms and positions in Å:
S1 1.9081 -2.4622 -1.5799  0.220
S2 -0.2992 -2.0364 -1.3616  0.482
N1 -0.7222 0.9904 -0.4081  -0.192
C1 -0.0341 -0.7780 1.3578  -0.250
C2 -0.6997 2.3640 -0.7126  -0.213
C3 -0.6669 -1.7699 0.4843  -0.513
C4 0.1994 0.6100 0.7579  -0.204
H1 3.0844 -1.8131 -1.2127  -0.196
H2 -0.5549 -2.7570 0.9022  0.060
H3 0.9766 -1.0615 1.4950  0.091
H4 1.1634 0.6843 0.1748  0.115
H5 0.3404 2.5962 -1.1690  0.092
H6 -0.5413 -0.6452 2.2941  0.115
H7 -1.4050 2.6918 -1.5816  0.101
H8 0.2721 1.4964 1.3558  0.096
H9 -0.3642 0.4563 -1.2858  0.067
H10 -0.9180 3.0293 0.1023  0.059
H11 -1.7389 -1.5954 0.3871  0.070

Output
SMILES: CNCCCSS
HOMO-LUMO gap in Ha: 0.2764
HOMO energy in eV: -8.4



B | Entry from the OMol25 dataset: an isolated molecule of C4H11NS2 (the ωB97M-V functional and the def2-TZVPD basis).

Each line ends with the Löwdin charge.
Atoms and positions in Å:
S1 -0.1411 1.7931 2.1099  0.402
S2 1.2880 0.8461 3.1817  0.264
N1 0.3258 -0.8153 0.2580  -0.095
C1 0.2125 1.6631 0.3070  -0.507
C2 -0.3848 -2.0571 -0.0781  -0.115
C3 -0.3000 0.5455 -1.8253  -0.059
C4 -0.3153 0.3736 -0.2757  -0.529
H1 -0.4992 -0.4476 -2.2430  0.065
H2 0.7405 0.7227 -2.1100  0.079
H3 0.0691 -2.5855 -0.9205  0.072
H4 1.2802 1.8108 0.1424  0.081
H5 -0.2272 -2.7580 0.7476  0.072
H6 -1.0575 1.2281 -2.2002  0.079
H7 -0.2850 2.5367 -0.0932  0.069
H8 0.8378 -0.4079 3.4370  -0.193
H9 -1.3841 0.2446 -0.0668  0.124
H10 -1.4355 -1.8578 -0.2706  0.082
H11 1.2759 -0.8352 -0.1001  0.111

Output
SMILES: CN[C@H](C)CSS
HOMO-LUMO gap in Ha: 0.3432
HOMO energy in eV: -8.6



Relative energies with respect to the most stable structure, expressed in kcal/mol: A 51.3; B 0.0.